Formula: C5H10O2
Source: the Open Molecules 2025 dataset
Level of theory: ωB97M-V with the def2-TZVPD basis set

Summary:
- SMILES: CO/C=C/COC
- LUMO level: 0.038 Eh
- E_tot: -346.92281 Ha
- Orbital gap: 0.3624 Ha
- Energy relative to the best compared isomer or geometry (same formula, charge and spin): 2.792 eV
- Spin multiplicity: 1

Cartesian coordinates (Å):
C1 -0.480 0.865 -3.131
O1 0.566 0.004 -2.705
C2 0.760 -0.160 -1.376
C3 -0.122 -0.009 -0.388
C4 0.292 -0.014 1.046
O2 -0.359 -1.040 1.760
C5 -0.154 -0.898 3.140
H1 -1.084 0.345 -3.879
H2 -1.122 1.174 -2.306
H3 -0.028 1.759 -3.576
H4 1.790 -0.456 -1.178
H5 -1.171 0.189 -0.589
H6 1.388 -0.118 1.135
H7 0.031 0.960 1.497
H8 0.919 -0.870 3.391
H9 -0.611 -1.758 3.635
H10 -0.617 0.026 3.523

Partial atomic charges computed with the natural (NBO) method, in multiples of e:
1 C -0.25
2 O -0.51
3 C 0.18
4 C -0.34
5 C -0.08
6 O -0.53
7 C -0.25
8 H 0.19
9 H 0.18
10 H 0.18
11 H 0.18
12 H 0.20
13 H 0.16
14 H 0.16
15 H 0.16
16 H 0.19
17 H 0.16



Formula: C25H36BCuN6
Source: the Open Molecules 2025 dataset
Level of theory: ωB97M-V with the def2-TZVPD basis set

Summary:
- LUMO level (alpha / beta): -0.087 / -0.181 Eh
- E_tot: -2967.98583 Ha
- Orbital gap (alpha / beta): 0.3484 / 0.2544 Ha
- Charge: +1
- Energy relative to the best compared isomer or geometry (same formula, charge and spin): 0.023 eV
- Spin multiplicity: 2

Cartesian coordinates (Å):
Cu1 0.062 -0.029 0.008
C1 -2.685 -0.122 -1.830
C2 -2.661 0.244 -0.372
C3 -3.303 1.404 0.066
C4 -3.394 1.698 1.413
C5 -2.813 0.864 2.370
C6 -2.167 -0.279 1.962
C7 -2.093 -0.597 0.591
H1 -3.717 -0.236 -2.161
H2 -2.160 -1.056 -2.024
H3 -2.230 0.665 -2.434
H4 -3.767 2.054 -0.665
H5 -3.921 2.589 1.730
H6 -2.890 1.106 3.422
H7 -1.747 -0.960 2.692
H8 -1.798 -1.591 0.292
C8 -1.636 4.614 -0.012
C9 -0.315 3.854 0.093
C10 -0.161 3.082 1.398
C11 -0.051 2.995 -1.114
C12 0.175 3.458 -2.420
C13 0.601 2.358 -3.125
N1 0.585 1.289 -2.314
N2 0.157 1.680 -1.076
B1 1.455 0.009 -2.468
N3 2.472 0.021 -1.301
C14 3.810 0.054 -1.277
C15 4.231 0.034 0.038
C16 3.055 -0.007 0.799
N4 2.017 -0.014 -0.030
C17 2.891 -0.053 2.292
C18 3.741 -1.177 2.888
C19 1.429 -0.212 2.699
N5 0.636 -1.301 -2.335
C20 0.520 -2.280 -3.242
C21 0.004 -3.395 -2.621
C22 -0.165 -3.027 -1.279
N6 0.202 -1.752 -1.126
C23 -0.595 -3.954 -0.172
C24 -2.105 -4.213 -0.175
C25 -0.070 -3.548 1.202
H9 -1.735 5.318 0.814
H10 -2.483 3.933 0.017
H11 -1.693 5.179 -0.943
H12 0.486 4.600 0.068
H13 -0.813 2.207 1.429
H14 -0.425 3.710 2.250
H15 0.870 2.751 1.531
H16 0.094 4.471 -2.773
H17 0.939 2.262 -4.143
H18 2.006 0.029 -3.526
H19 4.371 0.085 -2.196
H20 5.244 0.049 0.398
H21 3.258 0.900 2.686
H22 3.404 -2.148 2.519
H23 3.661 -1.178 3.975
H24 4.792 -1.066 2.628
H25 1.020 -1.148 2.305
H26 0.811 0.626 2.360
H27 1.338 -0.253 3.784
H28 0.838 -2.120 -4.258
H29 -0.184 -4.362 -3.055
H30 -0.112 -4.904 -0.423
H31 -2.673 -3.330 0.121
H32 -2.348 -5.010 0.527
H33 -2.451 -4.516 -1.163
H34 -0.525 -2.625 1.567
H35 1.011 -3.407 1.186
H36 -0.300 -4.325 1.931

Partial atomic charges computed with the natural (NBO) method, in multiples of e:
1 Cu 1.43
2 C -0.66
3 C 0.04
4 C -0.22
5 C -0.15
6 C -0.23
7 C -0.19
8 C -0.41
9 H 0.25
10 H 0.23
11 H 0.24
12 H 0.23
13 H 0.23
14 H 0.24
15 H 0.23
16 H 0.25
17 C -0.59
18 C -0.26
19 C -0.59
20 C 0.21
21 C -0.34
22 C 0.03
23 N -0.34
24 N -0.46
25 B 0.52
26 N -0.32
27 C 0.03
28 C -0.34
29 C 0.20
30 N -0.41
31 C -0.25
32 C -0.59
33 C -0.62
34 N -0.34
35 C 0.03
36 C -0.34
37 C 0.20
38 N -0.46
39 C -0.27
40 C -0.59
41 C -0.59
42 H 0.22
43 H 0.20
44 H 0.22
45 H 0.23
46 H 0.19
47 H 0.23
48 H 0.21
49 H 0.24
50 H 0.24
51 H -0.01
52 H 0.24
53 H 0.25
54 H 0.23
55 H 0.21
56 H 0.22
57 H 0.22
58 H 0.20
59 H 0.20
60 H 0.24
61 H 0.24
62 H 0.24
63 H 0.23
64 H 0.20
65 H 0.22
66 H 0.22
67 H 0.18
68 H 0.22
69 H 0.23



Formula: C22H88N44O22
Source: the Open Molecules 2025 dataset
Level of theory: ωB97M-V with the def2-TZVPD basis set

Summary:
- LUMO level: 0.001 Eh
- E_tot: -4956.69654 Ha
- Orbital gap: 0.3384 Ha
- Energy relative to the best compared isomer or geometry (same formula, charge and spin): 0.939 eV
- Spin multiplicity: 1

Cartesian coordinates (Å):
C1 -4.259 -0.974 3.901
O1 -3.647 -1.406 2.912
N1 -5.593 -0.700 3.665
N2 -3.738 -0.672 5.158
H1 -6.130 -0.043 4.246
H2 -5.812 -0.494 2.695
H3 -2.752 -0.765 5.231
H4 -4.202 -0.168 5.850
C2 -4.193 -0.568 -4.378
O2 -3.451 -0.147 -5.303
N3 -3.559 -1.003 -3.247
N4 -5.547 -0.502 -4.389
H5 -3.998 -0.878 -2.369
H6 -2.549 -1.010 -3.345
H7 -6.031 -0.316 -5.274
H8 -6.109 -0.822 -3.602
C3 1.234 2.441 -4.659
O3 0.733 3.084 -3.762
N5 0.637 2.609 -5.889
N6 2.417 1.776 -4.643
H9 0.025 3.408 -6.041
H10 1.058 2.276 -6.778
H11 2.654 1.042 -5.298
H12 2.714 1.386 -3.758
C4 -0.343 -3.645 2.059
O4 -0.262 -2.408 2.080
N7 0.709 -4.470 2.116
N8 -1.539 -4.179 1.666
H13 0.538 -5.473 2.061
H14 1.642 -4.134 2.284
H15 -2.311 -3.550 1.897
H16 -1.781 -5.121 1.918
C5 4.110 -0.873 -2.485
O5 4.011 0.330 -2.493
N9 3.213 -1.708 -1.886
N10 5.217 -1.521 -2.974
H17 2.241 -1.503 -2.016
H18 3.379 -2.680 -2.137
H19 5.984 -0.874 -3.275
H20 5.419 -2.470 -2.630
C6 -2.874 3.110 -2.347
O6 -3.708 3.047 -1.420
N11 -2.999 2.228 -3.385
N12 -1.858 3.974 -2.393
H21 -3.864 1.716 -3.348
H22 -2.419 2.316 -4.195
H23 -1.630 4.457 -1.565
H24 -1.054 3.781 -2.943
C7 2.620 -3.145 4.398
O7 2.891 -3.249 3.202
N13 1.871 -4.052 5.029
N14 3.035 -2.071 5.117
H25 1.356 -3.815 5.861
H26 1.299 -4.612 4.400
H27 3.309 -1.212 4.629
H28 2.585 -1.842 6.061
C8 -0.493 -1.211 6.476
O8 0.106 -0.236 6.973
N15 -0.876 -2.241 7.346
N16 -0.603 -1.353 5.162
H29 -0.606 -2.142 8.267
H30 -1.218 -3.119 6.999
H31 -0.827 -2.257 4.782
H32 -0.570 -0.525 4.550
C9 -1.545 4.889 1.522
O9 -1.071 5.442 0.527
N17 -1.056 5.212 2.761
N18 -2.582 4.021 1.575
H33 -0.242 5.793 2.795
H34 -1.261 4.631 3.505
H35 -2.990 3.640 0.661
H36 -2.682 3.471 2.410
C10 2.023 0.690 1.377
O10 1.135 1.548 1.262
N19 3.275 0.947 0.909
N20 1.856 -0.559 1.958
H37 3.890 0.158 1.098
H38 3.561 1.909 0.670
H39 2.616 -1.145 2.258
H40 0.912 -0.803 1.980
C11 0.339 -0.619 -6.007
O11 1.525 -0.444 -6.150
N21 -0.240 -0.427 -4.822
N22 -0.572 -0.760 -7.093
H41 0.267 -0.177 -3.996
H42 -1.215 -0.201 -4.748
H43 -0.051 -1.115 -7.922
H44 -1.328 -1.305 -6.767
C12 1.943 5.250 -6.424
O12 2.212 4.781 -7.488
N23 2.775 5.100 -5.357
N24 0.780 5.934 -6.132
H45 3.748 5.142 -5.612
H46 2.608 5.528 -4.497
H47 -0.005 5.764 -6.713
H48 0.511 5.950 -5.191
C13 -0.900 -8.079 1.092
O13 -1.826 -7.414 1.512
N25 0.151 -7.589 0.376
N26 -0.646 -9.309 1.617
H49 0.131 -6.772 -0.212
H50 0.802 -8.238 0.030
H51 -1.410 -9.834 2.018
H52 0.152 -9.865 1.418
C14 3.972 -4.942 -1.221
O14 5.153 -4.557 -1.245
N27 3.266 -5.298 -2.349
N28 3.303 -5.009 -0.051
H53 3.834 -5.873 -3.014
H54 2.292 -5.599 -2.376
H55 2.381 -4.570 0.005
H56 3.921 -4.551 0.667
C15 -1.945 -4.857 4.906
O15 -0.958 -4.719 5.608
N29 -2.826 -3.848 4.655
N30 -2.217 -6.071 4.419
H57 -2.777 -3.040 5.279
H58 -3.656 -4.157 4.179
H59 -3.081 -6.214 3.969
H60 -1.394 -6.595 4.147
C16 2.559 5.557 2.588
O16 1.804 6.222 3.253
N31 2.214 4.358 2.050
N32 3.880 5.812 2.300
H61 2.937 3.613 1.977
H62 1.309 3.890 2.327
H63 4.344 6.509 2.865
H64 4.499 5.215 1.758
C17 4.441 4.131 -1.191
O17 4.746 3.669 -0.057
N33 4.581 5.446 -1.474
N34 4.157 3.313 -2.198
H65 4.991 5.975 -0.715
H66 3.827 5.888 -2.061
H67 4.299 2.351 -2.064
H68 4.130 3.653 -3.121
C18 -0.330 -4.388 -2.342
O18 0.097 -5.449 -2.037
N35 -1.575 -4.049 -1.792
N36 0.331 -3.543 -3.131
H69 -1.782 -3.057 -1.739
H70 -1.717 -4.638 -0.954
H71 1.167 -3.943 -3.569
H72 0.104 -2.552 -3.207
C19 1.300 6.094 -1.696
O19 1.734 6.431 -2.826
N37 1.226 4.812 -1.275
N38 1.004 7.017 -0.757
H73 0.932 4.530 -0.291
H74 1.319 4.035 -1.943
H75 1.230 7.905 -1.041
H76 0.309 6.797 -0.044
C20 -5.747 0.468 0.037
O20 -6.437 -0.235 0.799
N39 -6.381 1.322 -0.820
N40 -4.333 0.304 -0.203
H77 -5.799 2.037 -1.256
H78 -7.205 1.757 -0.385
H79 -3.887 -0.198 0.532
H80 -3.790 0.973 -0.655
C21 -0.701 -0.017 -1.247
O21 -0.896 -0.970 -2.028
N41 -0.153 1.201 -1.604
N42 -1.012 -0.127 0.121
H81 0.137 1.897 -0.952
H82 -0.089 1.604 -2.524
H83 -0.267 0.375 0.620
H84 -1.100 -1.114 0.308
C22 -1.038 2.341 4.683
O22 -1.945 3.000 4.231
N43 -0.717 2.437 5.959
N44 -0.155 1.566 3.991
H85 -0.255 1.635 6.375
H86 -1.332 3.005 6.533
H87 -0.170 1.502 2.974
H88 0.742 1.561 4.375

Mulliken population analysis, charges in e, atoms 1 to 99:
1 C 0.44
2 O -0.47
3 N -0.45
4 N -0.21
5 H 0.23
6 H 0.25
7 H 0.02
8 H 0.18
9 C 0.39
10 O -0.70
11 N -0.10
12 N -0.34
13 H 0.24
14 H -0.10
15 H 0.26
16 H 0.19
17 C -0.59
18 O -0.03
19 N -0.10
20 N 0.18
21 H 0.20
22 H 0.25
23 H 0.38
24 H -0.08
25 C 0.06
26 O -0.49
27 N -0.04
28 N -0.36
29 H 0.07
30 H 0.34
31 H 0.22
32 H 0.07
33 C 0.22
34 O -0.68
35 N 0.07
36 N -0.42
37 H -0.05
38 H 0.17
39 H 0.28
40 H 0.18
41 C 0.54
42 O -0.70
43 N -0.07
44 N -0.19
45 H 0.19
46 H 0.12
47 H 0.13
48 H -0.09
49 C 0.43
50 O -0.71
51 N -0.41
52 N -0.43
53 H 0.28
54 H 0.26
55 H 0.27
56 H 0.22
57 C 0.22
58 O -0.83
59 N -0.18
60 N 1.37
61 H 0.23
62 H 0.18
63 H -0.64
64 H -0.12
65 C 0.50
66 O -0.67
67 N -0.31
68 N -0.25
69 H 0.13
70 H 0.27
71 H 0.14
72 H 0.31
73 C 0.45
74 O -0.12
75 N -0.16
76 N 0.29
77 H 0.13
78 H -0.05
79 H -0.03
80 H -0.31
81 C 0.51
82 O -0.71
83 N 0.50
84 N -0.52
85 H -0.60
86 H -0.01
87 H 0.29
88 H 0.24
89 C 0.45
90 O -0.66
91 N -0.15
92 N -0.50
93 H 0.22
94 H 0.22
95 H 0.28
96 H 0.26
97 C 0.58
98 O -0.66
99 N -0.24



Formula: C47H39N4O2SbTl
Source: the Open Molecules 2025 dataset
Level of theory: ωB97M-V with the def2-TZVPD basis set

Summary:
- LUMO level: -0.134 Eh
- E_tot: -2596.44803 Ha
- Orbital gap: 0.2233 Ha
- Charge: +1
- Energy relative to the best compared isomer or geometry (same formula, charge and spin): 0.134 eV
- Spin multiplicity: 1

Cartesian coordinates (Å):
Tl1 -0.317 1.229 1.504
O1 -0.883 2.686 3.007
C1 0.011 3.521 3.491
C2 -0.238 4.914 3.454
C3 0.594 5.803 4.082
C4 1.743 5.356 4.755
C5 2.031 4.018 4.758
C6 1.201 3.078 4.106
C7 1.639 1.718 4.078
N1 1.095 0.759 3.402
N2 1.739 -0.433 3.473
C8 1.287 -1.326 2.613
O2 0.437 -1.052 1.678
C9 1.877 -2.686 2.734
C10 1.291 -3.747 2.050
C11 1.818 -5.026 2.160
C12 2.938 -5.248 2.948
C13 3.527 -4.191 3.631
C14 2.997 -2.914 3.531
H1 -1.143 5.238 2.951
H2 0.363 6.862 4.070
H3 2.389 6.064 5.258
H4 2.922 3.652 5.258
H5 2.523 1.453 4.657
H6 0.415 -3.565 1.447
H7 1.350 -5.851 1.635
H8 3.353 -6.245 3.033
H9 4.401 -4.364 4.247
H10 3.444 -2.085 4.063
C15 3.870 0.638 -0.587
C16 2.836 0.767 0.350
N3 1.766 1.505 0.130
C17 1.653 2.168 -1.038
C18 2.620 2.083 -2.042
C19 3.752 1.287 -1.788
C20 2.443 2.810 -3.269
C21 1.364 3.595 -3.460
C22 0.365 3.727 -2.436
C23 -0.754 4.571 -2.565
C24 -1.643 4.688 -1.528
C25 -1.416 3.943 -0.364
N4 -0.385 3.133 -0.228
C26 0.501 3.020 -1.236
H11 4.732 0.028 -0.352
H12 2.883 0.250 1.307
H13 4.524 1.203 -2.545
H14 3.205 2.718 -4.035
H15 1.236 4.151 -4.382
H16 -0.893 5.134 -3.482
H17 -2.503 5.340 -1.591
H18 -2.093 4.011 0.484
C27 -3.449 -1.809 -2.815
C28 -3.836 -0.505 -2.168
C29 -5.015 0.130 -2.549
C30 -5.429 1.315 -1.953
C31 -4.666 1.890 -0.949
C32 -3.485 1.271 -0.564
C33 -3.056 0.093 -1.168
Sb1 -1.251 -0.741 -0.424
C34 0.029 -0.692 -2.113
C35 -0.390 0.137 -3.155
C36 0.393 0.292 -4.287
C37 1.607 -0.375 -4.373
C38 2.038 -1.171 -3.322
C39 1.273 -1.340 -2.168
C40 1.790 -2.212 -1.058
C41 -1.864 -2.658 0.220
C42 -2.448 -2.590 1.490
C43 -2.918 -3.727 2.117
C44 -2.793 -4.952 1.475
C45 -2.213 -5.020 0.221
C46 -1.731 -3.885 -0.436
C47 -1.131 -4.078 -1.805
H19 -4.068 -2.007 -3.689
H20 -3.578 -2.640 -2.116
H21 -2.405 -1.805 -3.141
H22 -5.624 -0.319 -3.325
H23 -6.356 1.779 -2.267
H24 -4.989 2.803 -0.464
H25 -2.899 1.719 0.233
H26 -1.342 0.657 -3.094
H27 0.054 0.926 -5.097
H28 2.224 -0.272 -5.258
H29 2.995 -1.678 -3.391
H30 2.866 -2.364 -1.154
H31 1.323 -3.197 -1.079
H32 1.591 -1.785 -0.077
H33 -2.532 -1.637 2.004
H34 -3.369 -3.661 3.098
H35 -3.150 -5.856 1.953
H36 -2.126 -5.981 -0.276
H37 -1.852 -4.565 -2.466
H38 -0.257 -4.730 -1.754
H39 -0.830 -3.146 -2.276

Partial atomic charges computed with the Mulliken method, in multiples of e:
1 Tl 1.94
2 O -0.81
3 C 0.41
4 C -0.46
5 C -0.57
6 C -0.64
7 C -0.90
8 C 0.90
9 C -0.30
10 N 0.11
11 N -0.86
12 C -0.40
13 O 0.20
14 C 0.19
15 C 0.51
16 C -0.99
17 C -0.48
18 C -0.72
19 C -0.57
20 H 0.41
21 H 0.41
22 H 0.41
23 H 0.37
24 H 0.40
25 H 0.47
26 H 0.46
27 H 0.40
28 H 0.42
29 H 0.47
30 C -1.30
31 C -0.28
32 N 0.27
33 C -0.36
34 C 1.24
35 C -0.66
36 C -0.72
37 C -0.97
38 C 1.55
39 C -0.86
40 C -1.19
41 C -0.37
42 N 0.06
43 C -0.42
44 H 0.52
45 H 0.47
46 H 0.47
47 H 0.47
48 H 0.45
49 H 0.47
50 H 0.46
51 H 0.73
52 C -0.90
53 C 0.79
54 C -0.88
55 C -0.78
56 C -0.96
57 C -1.08
58 C 0.61
59 Sb 1.29
60 C 1.11
61 C -0.78
62 C -0.85
63 C -0.99
64 C -0.41
65 C 0.46
66 C -1.05
67 C 0.88
68 C -0.97
69 C -0.89
70 C -0.75
71 C -0.84
72 C 1.79
73 C -1.99
74 H 0.52
75 H 0.18
76 H 0.07
77 H 0.46
78 H 0.41
79 H 0.52
80 H 0.22
81 H 0.36
82 H 0.45
83 H 0.45
84 H 0.49
85 H 0.58
86 H 0.11
87 H -0.34
88 H 0.41
89 H 0.47
90 H 0.43
91 H 0.48
92 H 0.53
93 H 0.55
94 H 0.01



Formula: CH4N2O2S
Source: the Open Molecules 2025 dataset
Level of theory: ωB97M-V with the def2-TZVPD basis set

Summary:
- LUMO level (alpha / beta): -0.087 / -0.087 Eh
- E_tot: -698.46709 Ha
- Orbital gap (alpha / beta): 0.2316 / 0.2314 Ha
- Energy relative to the best compared isomer or geometry (same formula, charge and spin): 5.666 eV
- Spin multiplicity: 1

Cartesian coordinates (Å):
C1 0.352 0.566 -0.111
N1 1.350 -0.376 -0.073
N2 0.242 1.225 1.158
O1 -0.348 2.332 1.096
O2 0.555 0.643 2.179
S1 -2.109 -0.528 0.670
H1 -0.211 0.817 -0.895
H2 1.934 -0.501 0.734
H3 1.261 -1.322 -0.542
H4 -2.514 0.469 1.687

Partial atomic charges computed with the natural (NBO) method, in multiples of e:
1 C 0.27
2 N -0.75
3 N 0.44
4 O -0.37
5 O -0.35
6 S -0.49
7 H 0.24
8 H 0.42
9 H 0.43
10 H 0.15



Formula: C3H11N5
Source: the Open Molecules 2025 dataset
Level of theory: ωB97M-V with the def2-TZVPD basis set

Summary:
- LUMO level (alpha / beta): -0.414 / -0.414 Eh
- E_tot: -393.77458 Ha
- Orbital gap (alpha / beta): 0.2307 / 0.2306 Ha
- Charge: +2
- Energy relative to the best compared isomer or geometry (same formula, charge and spin): 5.897 eV
- Spin multiplicity: 1

Cartesian coordinates (Å):
C1 -0.074 0.253 -0.038
C2 0.457 1.013 -1.246
C3 1.922 1.049 1.025
N1 -1.041 -0.720 -0.035
N2 0.679 0.259 1.060
N3 -2.446 -2.071 -0.995
N4 0.283 -0.349 2.162
N5 -1.750 -1.002 -1.021
H1 1.377 0.600 -1.577
H2 0.549 2.100 -1.009
H3 -0.222 0.926 -2.091
H4 2.360 0.888 0.067
H5 1.632 2.096 1.117
H6 2.553 0.732 1.822
H7 -2.013 -2.780 -0.317
H8 -3.141 -2.408 -1.637
H9 -0.616 -0.877 2.204
H10 0.949 0.005 2.871
H11 -1.459 0.287 -2.363

Partial atomic charges computed with the natural (NBO) method, in multiples of e:
1 C 0.34
2 C -0.60
3 C -0.42
4 N -0.24
5 N 0.01
6 N -0.47
7 N -0.54
8 N 0.14
9 H 0.28
10 H 0.30
11 H 0.17
12 H 0.25
13 H 0.26
14 H 0.26
15 H 0.44
16 H 0.47
17 H 0.47
18 H 0.44
19 H 0.45